(1)
Formula: C32H34NO
Source: the OMol25 dataset
Level of theory: the ωB97M-V functional and the def2-TZVPD basis

Positions of all 68 atoms, in Å:
C: -4.4673 -2.1865 -1.6354
H: -7.4901 -3.2663 -2.1872
C: -3.6152 2.3435 2.4900
C: 4.9502 1.0369 -2.8221
C: 0.5887 -1.9033 2.2268
C: 2.1023 -2.2183 2.3400
H: -6.5380 -3.7952 -0.7589
C: -3.3570 -1.3285 0.3349
H: 6.0103 3.5355 -2.8235
H: 0.9273 1.6174 -0.2480
H: 2.2459 2.9769 0.3851
C: 1.3309 0.6483 -0.5281
H: 2.6123 -1.4234 2.8934
H: 0.0954 -2.0183 3.1940
H: 3.6485 -1.8033 0.8454
C: -4.3600 -2.1039 -0.2284
C: 5.1786 3.4195 -2.1258
C: 3.0418 3.1016 -0.3479
C: 2.6573 0.7915 -1.2413
C: 0.4367 -0.4860 1.6814
H: -7.0443 -2.0804 -0.9090
C: -2.6542 3.1621 3.0920
C: -1.0048 2.3038 1.5514
H: 2.6260 -1.2470 -1.8720
C: 3.3819 2.0246 -1.2007
C: 3.1464 -0.2947 -1.9414
C: -2.4679 -0.8489 -1.8649
H: -0.5639 3.7731 3.0413
H: -4.6422 2.3390 2.8565
C: 0.5141 -2.3886 -0.1636
H: -0.5770 -0.3994 1.0096
H: -4.0414 0.9065 0.9414
H: 0.8395 -3.2451 -0.7718
C: 3.7102 4.3144 -0.4174
C: 4.5236 2.1618 -2.0668
C: 2.6796 -2.3043 0.9466
H: 0.6542 0.1722 -1.2576
C: 4.2794 -0.1761 -2.7616
C: -3.4345 -1.6537 -2.4423
H: -0.8840 0.7251 -0.6649
C: 4.7766 4.4803 -1.3247
H: 0.0071 2.3503 1.1536
H: 5.2965 5.4378 -1.3743
C: -1.9286 1.3764 1.0289
C: -6.7278 -2.9746 -1.4646
H: 4.6021 -1.0349 -3.3422
C: -2.4094 -0.6613 -0.4601
C: -3.2690 1.4991 1.4301
C: 0.0089 -2.8758 1.1737
H: 2.7580 -3.3298 0.5744
H: -3.4733 -1.8388 -3.5158
C: 1.5235 -0.2554 0.6736
H: -3.3388 -1.1817 1.4161
H: 0.3919 -3.8939 1.3312
H: 5.8334 1.1431 -3.4546
H: 2.4577 0.0294 1.1897
H: -5.1066 -2.5862 0.4051
H: 3.4089 5.1313 0.2358
C: -1.3448 3.1518 2.6019
H: -1.0866 -2.9015 1.2060
H: -0.2382 -1.8220 -0.7190
H: 2.2824 -3.1665 2.8520
H: -1.7495 -0.3399 -2.5144
H: 0.4586 0.2782 2.4678
H: -2.9132 3.8101 3.9279
C: -1.4050 0.2428 0.1646
N: 1.7028 -1.5544 0.0565
O: -5.5570 -2.6968 -2.2683

For the energy relative to the best compared isomer or geometry (same formula, charge and spin), the calculation gives 275.6 kJ/mol. As for the HOMO energy: -10.09 eV. As for the largest force on an atom: 0.09971 Eh/bohr. The frontier orbital gap is 4.8 eV. Its total charge is +1.

(2)
Formula: C16H24ClIN2O2PRu
Source: the OMol25 dataset
Level of theory: the ωB97M-V functional and the def2-TZVPD basis

Positions of all 48 atoms, in Å:
H: -2.9149 1.3005 -4.2968
P: -0.6916 0.3778 -4.1449
H: -0.9494 -2.2769 1.6076
O: -0.4315 0.3177 0.4058
C: -1.9179 1.6549 -4.5758
H: 2.7340 -2.0524 -4.0642
Cl: -2.6515 -0.2846 -1.7863
H: -2.8234 -3.5657 2.6962
H: 3.5978 2.3588 2.9401
H: -1.3535 -1.0840 -5.9499
O: 1.7997 0.5042 -0.9090
C: -2.6170 -2.5734 3.0350
C: -3.1226 -0.6279 4.4208
C: 1.8232 1.2649 3.0093
N: 0.9520 0.4280 3.6059
Ru: -0.8906 1.0839 -1.9170
H: -1.7244 1.0124 4.2525
C: -1.3198 -1.2178 -4.8518
H: 1.0754 1.6776 -5.2657
H: 3.0345 -0.2357 -3.8913
H: 2.7918 2.6156 4.4960
C: 0.6278 0.6713 -5.3910
H: -4.2810 -2.5033 4.4158
C: 0.9372 -0.0184 4.9417
C: -1.1526 -0.6475 3.0587
H: -1.8256 1.8009 -5.6595
H: 1.4244 -0.0904 -5.3099
H: 2.0018 -0.1482 5.3017
H: 0.3929 -0.9639 5.0706
H: -3.7579 -0.1538 5.1072
C: 3.2518 -1.3002 -3.4632
H: 1.7484 2.1375 0.9264
H: 2.6614 -1.2613 -2.4780
C: 3.0193 1.8380 3.7230
H: 0.5043 0.7159 5.6223
H: 3.6645 1.0789 4.0985
H: 0.1655 0.6133 -6.4053
C: 0.8670 0.9272 -1.4153
I: 4.9850 -0.6403 -4.0641
H: -2.3021 -1.4437 -4.4533
H: -0.5871 -2.0290 -4.6217
C: 1.4332 1.4034 1.6758
C: -2.0282 0.0149 3.9642
H: -1.6373 2.5643 -3.9784
N: 0.0678 -0.0169 2.7169
C: -1.5561 -1.8704 2.4552
C: -3.3993 -1.9387 3.9946
C: 0.3747 0.5824 1.3505

For the energy relative to the best compared isomer or geometry (same formula, charge and spin), the calculation gives 136.5 kJ/mol. As for the HOMO energy (spin up / spin down): -12.67 / -12.73 eV. As for the largest force on an atom: 0.09357 Eh/bohr. The multiplicity is 6. The frontier orbital gap (spin up / spin down) is 5.9 / 1.8 eV. Its total charge is +2.

(3)
Formula: C26H23N
Source: the OMol25 dataset
Level of theory: the ωB97M-V functional and the def2-TZVPD basis

Positions of all 50 atoms, in Å:
H: 2.6758 4.5056 2.8894
H: 2.7717 -2.6448 4.3031
C: 2.1693 3.5484 2.9727
C: -1.1445 -3.0270 -0.1252
C: 0.8241 1.0602 3.1478
C: 2.1649 -2.4475 3.4055
H: 4.4433 -0.9985 2.4399
C: -4.6748 -4.4879 -0.2762
C: 0.0948 2.2252 2.9194
C: -0.5287 -5.2076 -0.5868
H: -3.5626 2.0259 5.0428
C: 1.8165 -1.0271 3.2979
H: -0.6548 -2.1170 2.8171
H: 1.2436 -3.0251 3.4723
C: -4.2910 -5.8331 -0.4591
C: -1.9558 -5.1903 -0.4740
H: 0.0399 -6.1067 -0.8152
C: -2.9405 -6.1804 -0.5856
C: 0.7691 3.4645 2.9020
C: -4.2201 -0.0854 2.4260
C: -4.4079 0.9548 3.3521
H: -2.6336 -7.2159 -0.7548
H: -5.3358 1.5355 3.3506
C: -3.4050 1.2527 4.2901
C: -2.1910 0.5725 4.2507
H: -5.7360 -4.2396 -0.1981
H: -5.0596 -6.6092 -0.5028
H: -5.0032 -0.3382 1.7106
C: -1.9552 -0.4249 3.2666
C: -2.3507 -3.8010 -0.2361
C: -3.0360 -0.8111 2.4317
C: 2.2289 1.1924 3.2709
C: -0.0366 -3.8845 -0.3943
N: 2.7794 -0.0861 3.3376
C: 2.9273 2.3818 3.1422
C: -0.6746 -1.0541 3.0756
H: -2.8947 -1.6727 1.7749
H: -1.1278 -1.9625 0.0812
C: 4.1992 -0.3712 3.3089
H: 4.7420 0.5703 3.2273
C: 0.5375 -0.3901 3.1884
H: 2.7347 -2.7944 2.5295
C: -3.7110 -3.4741 -0.1983
H: 4.0153 2.3678 3.1515
H: 1.0018 -3.5764 -0.4365
H: 4.5232 -0.8950 4.2173
H: 0.1907 4.3824 2.8143
H: -0.9814 2.1607 2.7563
H: -1.4011 0.7916 4.9755
H: -3.9999 -2.4202 -0.1349

For the energy relative to the best compared isomer or geometry (same formula, charge and spin), the calculation gives 0.0 kJ/mol. As for the HOMO energy: -5.03 eV. As for the largest force on an atom: 0.03079 Eh/bohr. The frontier orbital gap is 2.8 eV.

(4)
Formula: C49H36N5O5Pd
Source: the OMol25 dataset
Level of theory: the ωB97M-V functional and the def2-TZVPD basis

Positions of all 96 atoms, in Å:
C: -8.5626 1.0101 0.2790
H: -10.1546 3.1079 -2.7234
C: -2.2282 2.5645 0.7863
H: -5.8952 1.3052 -2.4837
C: -7.2519 0.6806 0.5487
H: 2.7352 0.1784 -5.1044
H: 2.9285 -0.5945 -1.6168
H: -0.7818 4.5452 -0.5511
O: -10.2383 1.7294 -1.1682
C: 0.6593 1.6717 -0.8986
N: -0.6732 0.4979 2.0805
H: -4.6193 -10.7919 -0.0189
C: 1.0465 1.9159 2.7170
H: -6.5170 -1.7906 0.2819
C: -7.9646 1.5396 -1.9959
C: 0.3305 -0.1815 2.5887
C: -0.1129 4.7685 2.7600
H: 2.7012 0.8044 -3.4380
O: -3.5936 -9.0860 -0.3046
N: -3.2191 -1.3926 0.2277
C: 0.3331 6.0795 2.8171
H: -1.8630 -7.6742 -1.4839
C: -0.1287 -1.7525 -2.4957
C: -10.6574 2.1782 -2.4477
C: -8.9305 1.4362 -0.9990
C: -6.6449 1.2162 -1.7068
C: -5.4466 -1.8981 0.3342
C: -3.3628 -2.6858 0.6060
C: -2.3407 -3.7007 0.8535
H: -11.7253 2.3553 -2.3676
C: -4.7467 -3.0180 0.6689
H: -4.3403 -9.8664 1.4722
C: -3.2741 3.5355 0.7048
H: -9.3243 0.9515 1.0445
C: -0.2109 -4.6144 1.8087
O: 1.4688 -0.8094 -3.8911
C: -0.5193 4.1976 1.5591
H: -5.1723 -3.9622 0.9511
C: 1.1287 -1.1870 -2.6498
C: 0.2284 -1.9421 -0.1137
C: -0.5946 -2.1294 -1.2366
C: -4.0195 -7.1286 1.0614
C: -4.4954 -0.8795 0.0786
H: -0.1793 4.1892 3.6737
C: -0.0156 6.2729 0.4333
H: -5.5701 -9.3227 0.2952
H: -8.2210 1.8708 -2.9910
C: -4.3756 2.8991 0.2052
H: -0.7528 -1.8892 -3.3682
H: -4.7697 -7.6179 1.6643
C: 1.9472 -1.0364 -1.5290
H: 1.5617 9.7308 2.5205
N: -0.3361 1.0677 -1.1467
H: 2.1396 -1.2308 0.5782
C: -2.7360 -5.1285 0.6055
N: -0.2113 -2.3565 1.2234
H: -3.1992 4.5520 1.0523
C: -2.0648 -5.8279 -0.4066
C: 1.4313 0.6507 3.0192
H: -1.5196 -2.6820 -1.1819
H: 2.1040 8.1895 3.2217
H: 2.3621 0.3171 3.4489
C: 1.4968 -1.3990 -0.2737
H: -1.2964 -5.3350 -0.9868
H: 0.4447 8.7792 3.5229
O: 0.8188 8.1108 1.5891
H: 1.6254 2.8192 2.8213
C: 1.2550 8.7258 2.7924
C: -3.3602 -7.8050 0.0392
C: -0.9841 2.8114 1.4828
C: 0.9537 -4.1609 2.3255
H: -0.5360 -5.6403 1.8842
H: 1.7001 -4.7212 2.8614
H: 0.6195 6.5013 3.7687
C: 0.3927 6.8344 1.6469
N: -2.6761 1.3878 0.3214
C: 0.3701 -1.5888 2.3941
Pd: -1.6543 -0.1927 -0.3575
C: -3.7075 -5.8010 1.3267
H: -6.9735 0.3621 1.5462
C: -0.4781 4.9796 0.3938
H: 3.5490 -0.7272 -3.8114
C: -1.0613 -3.5544 1.2901
H: 0.0460 6.8761 -0.4619
C: -6.2771 0.7728 -0.4454
C: -0.2685 1.8120 2.1113
C: 0.9245 -2.7443 2.2013
C: -3.9909 1.5409 -0.0126
C: -2.3733 -7.1406 -0.6936
C: -4.5932 -9.7964 0.4121
C: 2.6919 -0.0963 -4.0557
C: -4.8532 0.4554 -0.1652
O: 1.6557 2.2888 -0.7156
H: -10.4716 1.4190 -3.2110
H: -4.2060 -5.3153 2.1598
H: -5.3665 3.2972 0.0669

For the energy relative to the best compared isomer or geometry (same formula, charge and spin), the calculation gives 28.0 kJ/mol. As for the HOMO energy: -10.03 eV. As for the largest force on an atom: 0.00971 Eh/bohr. The frontier orbital gap is 5.9 eV. Its total charge is +1.